Formula: C41H37Br6N7O8
Source: OMol25
Level of theory: ωB97M-V/def2-TZVPD

Geometry (Å):
C  3.89108  25.62368  -19.64705
Br  2.02078  25.76213  -18.99787
Br  4.88521  27.32610  -19.61945
Br  3.88447  25.03237  -21.54114
H  4.25987  24.86625  -18.95539
C  4.94111  24.51390  -28.63291
Br  4.00700  26.22370  -28.97712
Br  4.97440  23.21524  -30.13273
Br  4.09185  23.79663  -27.05840
H  5.91723  24.69845  -28.18433
C  8.64842  23.09903  -29.04504
C  8.33168  23.33940  -27.75838
C  7.14409  22.94608  -27.14122
C  6.31926  22.04766  -27.89957
C  6.66034  21.64369  -29.19060
C  7.86217  22.19006  -29.75752
N  5.07671  21.49864  -27.24846
O  4.76470  21.89142  -26.16870
O  4.54156  20.51417  -27.78472
H  9.61804  23.38380  -29.42600
H  9.03431  23.90133  -27.16093
H  6.94405  23.31189  -26.14494
H  6.08078  21.06241  -29.89248
H  8.31234  21.78754  -30.65291
C  6.32001  23.56954  -24.75609
C  6.25296  24.79060  -24.17746
C  6.93706  24.96206  -22.99760
C  7.72982  23.93776  -22.44990
C  7.70661  22.67841  -23.12681
C  7.00672  22.51295  -24.22299
N  8.35289  24.11789  -21.07565
O  8.17221  25.22418  -20.50257
O  9.00642  23.17251  -20.67121
H  5.80070  23.42941  -25.69261
H  5.57981  25.54526  -24.55661
H  6.85957  25.95219  -22.57329
H  8.49963  22.02856  -22.78739
H  7.25845  21.57055  -24.68656
C  1.57731  26.60970  -28.34989
C  2.12694  26.34998  -27.08415
C  1.92772  25.07254  -26.59005
C  1.38728  24.08200  -27.42375
C  0.78837  24.37478  -28.66318
C  0.96182  25.64526  -29.17475
N  1.43533  22.64233  -26.97999
O  1.68517  22.37715  -25.79541
O  1.22301  21.72375  -27.87557
H  1.63022  27.61315  -28.74572
H  2.55510  27.17662  -26.53665
H  2.24494  24.75002  -25.60937
H  0.31318  23.54176  -29.15986
H  0.45713  25.93559  -30.08435
C  9.16571  21.63536  -18.68498
C  8.77153  20.89295  -19.73984
C  7.49542  21.10955  -20.25435
C  6.63720  22.01547  -19.63633
C  7.05710  22.78378  -18.53474
C  8.39687  22.64594  -18.15095
N  5.22907  22.09690  -20.17563
O  4.58814  21.09118  -20.37427
O  4.83458  23.24205  -20.49357
H  10.12958  21.48175  -18.22263
H  9.34045  20.05611  -20.11725
H  7.25973  20.45120  -21.07742
H  6.41761  23.43401  -17.95625
H  8.68637  23.29252  -17.33577
N  3.91755  25.99787  -25.05725
C  4.86433  26.43712  -25.89574
C  5.89776  27.35970  -25.47941
C  5.99262  27.76632  -24.13493
C  5.05097  27.25157  -23.19213
C  4.01507  26.38530  -23.73871
H  4.74696  26.30691  -26.96142
H  6.56565  27.84503  -26.17566
H  6.73445  28.46411  -23.77551
H  5.14824  27.39976  -22.12678
H  3.48787  25.83037  -22.97679
N  1.13413  23.62454  -19.86056
C  2.37188  23.25752  -19.72310
C  2.98747  22.33944  -20.59801
C  2.23545  21.68016  -21.56105
C  0.90382  22.15813  -21.70617
C  0.34639  23.15206  -20.84712
H  3.01930  23.88322  -19.12666
H  4.03821  22.19552  -20.39395
H  2.60045  20.83745  -22.12939
H  0.24148  21.69174  -22.42045
H  -0.63399  23.60380  -20.81274
N  3.92632  21.40731  -23.11897
C  4.17978  22.63519  -22.66022
C  4.15566  23.77175  -23.42507
C  3.75354  23.63584  -24.75904
C  3.58546  22.33419  -25.29245
C  3.65869  21.26230  -24.41131
H  4.29662  22.77058  -21.59512
H  4.38783  24.71959  -22.96236
H  3.60177  24.48853  -25.40424
H  3.34267  21.96470  -26.27781
H  3.30474  20.27523  -24.66983

Summary:
spin multiplicity	1
LUMO energy	-1.64	eV

Results of the Mulliken charge analysis, in e, for atoms 1 through 4: atom 1 (C): -0.881, atom 2 (Br): -0.025, atom 3 (Br): -0.140, atom 4 (Br): 0.555



Formula: C41H37FN3O10S
Source: OMol25
Level of theory: ωB97M-V/def2-TZVPD

Geometry (Å):
C  2.09721  3.68361  6.82912
O  1.60910  3.93433  5.46406
C  2.21023  2.95690  4.50048
C  1.41100  1.52360  4.43821
C  0.57718  1.48452  2.98878
C  -0.77480  2.42879  3.26665
C  -0.83503  4.01581  2.79304
C  -2.19980  4.84212  3.16945
O  -2.29402  6.27761  2.77040
N  -1.07126  6.78676  2.52498
O  -0.65366  7.18972  3.60262
C  -3.41174  4.04576  3.98584
C  -4.73499  4.99790  4.35973
S  -4.15330  6.07267  5.82100
O  -5.31156  6.46071  6.77101
O  -3.43199  7.37144  5.37785
N  -3.33469  2.56086  4.37496
C  -4.46986  1.85067  5.13991
C  -5.77864  1.51879  4.21036
O  -5.78308  2.16119  2.88675
C  -7.15776  1.91371  5.07042
N  -7.56236  0.62434  5.80247
C  -2.07688  1.73456  4.04633
F  -1.91888  0.28968  4.38599
H  1.18126  3.70430  7.59281
H  2.89199  4.49368  7.19795
H  2.60298  2.63078  6.97164
H  3.30675  2.75037  4.88320
H  2.26856  3.52683  3.47524
H  2.07792  0.57634  4.60710
H  0.55257  1.55009  5.26726
H  1.19564  1.96124  2.11697
H  0.24763  0.37388  2.72437
H  0.10248  4.43646  2.23324
H  -5.64824  4.35253  4.74006
H  -5.10014  5.63060  3.44096
H  -3.19696  5.34187  6.59586
H  -4.10659  0.81576  5.60752
H  -4.81006  2.49824  6.08336
H  -5.87238  0.34158  4.03539
H  -6.55744  2.81693  2.81571
H  -6.96078  2.81047  5.82529
H  -8.02484  2.27551  4.36305
H  -6.79437  0.49078  6.51567
H  -8.49605  0.72711  6.26074
C  -1.88034  -1.12975  0.24819
C  -1.22127  -1.34711  1.45790
C  -0.16629  -2.25863  1.52439
C  0.22339  -2.96457  0.37972
C  -0.45161  -2.76530  -0.82394
C  -1.49864  -1.83702  -0.89276
C  -0.08166  -3.54062  -2.02564
O  -0.67176  -3.36360  -3.08426
C  1.00306  -4.53786  -1.93090
C  1.32535  -5.32088  -3.04707
C  2.35879  -6.25703  -2.96996
C  3.07761  -6.40702  -1.78434
C  2.75501  -5.63228  -0.66920
C  1.70898  -4.70270  -0.74013
C  1.35200  -3.91350  0.45531
O  1.98021  -4.04800  1.49908
H  -2.69651  -0.41262  0.19419
H  -1.52712  -0.80516  2.35005
H  0.34701  -2.41933  2.47101
H  -2.02130  -1.66618  -1.83227
H  0.77115  -5.20776  -3.97748
H  2.60393  -6.86767  -3.83627
H  3.88743  -7.13105  -1.72617
H  3.31738  -5.75837  0.25450
C  0.32034  -1.94250  -6.76509
C  0.37029  -0.84990  -7.63040
C  1.55056  -0.55419  -8.31434
C  2.68892  -1.34671  -8.12318
C  2.64600  -2.42428  -7.23937
C  1.45539  -2.73006  -6.56732
C  3.85453  -3.23699  -6.99233
O  3.81672  -4.18592  -6.21881
C  5.11058  -2.88442  -7.68379
C  6.27820  -3.61054  -7.41498
C  7.46732  -3.29225  -8.07453
C  7.49177  -2.25706  -9.00869
C  6.33143  -1.52841  -9.27430
C  5.14081  -1.83676  -8.60298
C  3.92772  -1.03714  -8.86445
O  3.94949  -0.12418  -9.68189
H  -0.60210  -2.17851  -6.23906
H  -0.51075  -0.22854  -7.77481
H  1.58066  0.29724  -8.99224
H  1.41052  -3.57802  -5.88615
H  6.26690  -4.42233  -6.68939
H  8.37402  -3.85396  -7.86043
H  8.41617  -2.01360  -9.52794
H  6.35931  -0.71842  -10.00129

Summary:
total charge	+1
spin multiplicity	1
LUMO energy	-5.50	eV

Results of the Mulliken charge analysis, in e, for atoms 1 through 4: atom 1 (C): -0.682, atom 2 (O): -0.344, atom 3 (C): -0.617, atom 4 (C): -0.226



HOMO level values (in eV) by entry order: -7.105; -10.785.